Record 1
ORCA calculation (ωB97M-V with the def2-TZVPD basis set) on 9 unconnected molecules or ions with the total composition C67H151N8O.

Atoms and positions in Å:
C (16.015, -26.268, 20.432)
C (14.879, -27.020, 19.797)
C (13.404, -26.652, 20.231)
O (15.012, -27.252, 18.428)
H (16.101, -26.419, 21.508)
H (15.899, -25.187, 20.361)
H (17.025, -26.496, 20.092)
H (14.872, -28.064, 20.110)
H (12.618, -27.307, 19.853)
H (13.231, -25.585, 20.090)
H (13.434, -26.840, 21.304)
C (19.404, -25.010, 17.856)
C (18.816, -25.694, 16.632)
C (18.222, -27.106, 16.968)
N (17.466, -27.846, 15.832)
C (18.305, -28.376, 14.620)
C (16.336, -26.992, 15.342)
C (15.346, -27.954, 14.761)
C (15.411, -29.182, 15.546)
C (16.790, -29.123, 16.332)
H (20.103, -24.272, 17.465)
H (20.086, -25.649, 18.418)
H (18.673, -24.504, 18.486)
H (19.620, -25.821, 15.906)
H (18.114, -25.043, 16.111)
H (17.539, -27.094, 17.817)
H (19.031, -27.735, 17.339)
H (19.095, -29.008, 15.024)
H (18.797, -27.465, 14.278)
H (17.743, -29.005, 13.929)
H (16.694, -26.222, 14.659)
H (15.745, -26.488, 16.107)
H (15.521, -28.117, 13.697)
H (14.391, -27.431, 14.818)
H (15.424, -30.003, 14.830)
H (14.576, -29.273, 16.240)
H (17.415, -30.010, 16.230)
H (16.640, -28.970, 17.401)
C (14.788, -26.951, 24.100)
C (15.060, -28.383, 23.824)
C (14.087, -29.396, 24.601)
N (14.085, -30.947, 24.249)
C (14.070, -31.284, 22.706)
C (12.928, -31.632, 24.996)
C (13.480, -32.924, 25.498)
C (14.885, -32.723, 25.869)
C (15.334, -31.692, 24.871)
H (15.340, -26.637, 24.986)
H (13.714, -26.833, 24.241)
H (15.109, -26.187, 23.393)
H (16.099, -28.626, 24.045)
H (14.779, -28.502, 22.778)
H (13.068, -29.206, 24.262)
H (14.319, -29.381, 25.665)
H (13.205, -30.900, 22.165)
H (14.031, -32.367, 22.594)
H (14.906, -30.675, 22.362)
H (12.015, -31.658, 24.401)
H (12.790, -30.988, 25.865)
H (13.435, -33.658, 24.694)
H (12.945, -33.552, 26.211)
H (15.440, -33.660, 25.892)
H (14.941, -32.252, 26.851)
H (15.879, -32.091, 24.016)
H (16.005, -30.926, 25.259)
C (10.727, -25.284, 17.587)
C (11.771, -24.142, 17.745)
C (13.111, -24.472, 17.081)
N (14.051, -23.225, 16.963)
C (14.483, -22.915, 18.420)
C (15.252, -23.586, 16.050)
C (15.838, -22.245, 15.725)
C (14.677, -21.398, 15.408)
C (13.459, -22.078, 16.087)
H (10.468, -25.328, 16.529)
H (9.796, -24.935, 18.033)
H (10.968, -26.252, 18.026)
H (11.970, -24.135, 18.817)
H (11.367, -23.219, 17.329)
H (12.945, -24.782, 16.049)
H (13.693, -25.302, 17.483)
H (14.990, -23.781, 18.844)
H (13.585, -22.593, 18.947)
H (15.241, -22.132, 18.427)
H (15.879, -24.303, 16.579)
H (14.891, -24.056, 15.135)
H (16.291, -21.838, 16.629)
H (16.531, -22.285, 14.885)
H (14.695, -20.343, 15.681)
H (14.479, -21.314, 14.339)
H (12.781, -21.444, 16.658)
H (12.846, -22.570, 15.332)
C (12.177, -24.156, 23.360)
C (10.695, -24.529, 23.452)
C (10.462, -25.547, 22.294)
N (8.966, -25.939, 22.104)
C (8.493, -26.689, 23.333)
C (8.796, -26.773, 20.728)
C (7.442, -26.510, 20.252)
C (6.981, -25.144, 20.767)
C (8.007, -24.710, 21.827)
H (12.534, -23.871, 24.350)
H (12.319, -23.350, 22.640)
H (12.852, -24.944, 23.027)
H (10.092, -23.636, 23.291)
H (10.475, -24.910, 24.449)
H (10.895, -26.520, 22.526)
H (10.872, -25.214, 21.340)
H (7.728, -27.430, 23.101)
H (8.040, -25.905, 23.941)
H (9.353, -27.088, 23.870)
H (8.979, -27.827, 20.935)
H (9.470, -26.353, 19.982)
H (6.836, -27.273, 20.742)
H (7.218, -26.803, 19.226)
H (5.990, -25.132, 21.222)
H (6.881, -24.476, 19.911)
H (7.512, -24.295, 22.706)
H (8.675, -23.956, 21.411)
C (15.180, -23.073, 21.915)
C (15.092, -21.761, 22.611)
C (14.823, -20.561, 21.666)
N (14.663, -19.189, 22.381)
C (15.912, -18.796, 23.178)
C (14.105, -18.101, 21.405)
C (12.894, -17.326, 22.053)
C (12.892, -17.829, 23.442)
C (13.450, -19.275, 23.364)
H (15.383, -23.929, 22.559)
H (15.896, -22.907, 21.110)
H (14.242, -23.162, 21.368)
H (15.994, -21.589, 23.199)
H (14.300, -21.913, 23.345)
H (13.876, -20.675, 21.138)
H (15.592, -20.401, 20.911)
H (15.870, -19.365, 24.107)
H (15.933, -17.726, 23.386)
H (16.768, -19.001, 22.535)
H (14.986, -17.483, 21.230)
H (13.893, -18.587, 20.453)
H (12.840, -16.278, 21.758)
H (12.073, -17.783, 21.501)
H (13.508, -17.133, 24.011)
H (11.883, -17.945, 23.839)
H (13.834, -19.651, 24.313)
H (12.781, -20.061, 23.014)
C (11.632, -29.341, 17.552)
C (11.001, -29.820, 16.213)
C (11.989, -29.481, 15.084)
N (11.489, -29.836, 13.663)
C (10.524, -28.716, 13.267)
C (10.950, -31.303, 13.505)
C (11.261, -31.790, 12.061)
C (12.635, -31.200, 11.853)
C (12.638, -29.798, 12.583)
H (10.949, -29.115, 18.371)
H (12.150, -28.428, 17.257)
H (12.329, -30.072, 17.962)
H (10.060, -29.307, 16.016)
H (10.944, -30.909, 16.205)
H (12.872, -30.120, 15.110)
H (12.323, -28.446, 15.004)
H (11.121, -27.804, 13.299)
H (9.643, -28.582, 13.895)
H (10.242, -28.889, 12.228)
H (9.889, -31.302, 13.752)
H (11.412, -31.938, 14.261)
H (10.603, -31.275, 11.362)
H (11.173, -32.875, 12.001)
H (12.773, -31.119, 10.775)
H (13.351, -31.965, 12.154)
H (12.487, -28.999, 11.857)
H (13.611, -29.556, 13.010)
C (17.893, -25.448, 24.623)
C (18.905, -25.832, 25.672)
C (19.984, -26.726, 25.107)
N (20.759, -27.598, 26.099)
C (21.530, -26.676, 27.114)
C (21.702, -28.619, 25.523)
C (21.357, -30.013, 26.110)
C (20.374, -29.855, 27.142)
C (19.731, -28.481, 26.887)
H (17.037, -24.961, 25.090)
H (17.479, -26.338, 24.149)
H (18.202, -24.772, 23.826)
H (18.317, -26.296, 26.465)
H (19.444, -24.985, 26.096)
H (20.658, -26.009, 24.638)
H (19.596, -27.460, 24.401)
H (20.935, -25.886, 27.572)
H (22.343, -26.187, 26.577)
H (21.784, -27.300, 27.970)
H (22.688, -28.278, 25.839)
H (21.613, -28.599, 24.437)
H (22.261, -30.457, 26.526)
H (20.966, -30.735, 25.393)
H (20.846, -29.787, 28.122)
H (19.757, -30.728, 27.354)
H (19.408, -27.889, 27.743)
H (18.846, -28.692, 26.287)
C (19.308, -26.077, 21.257)
C (20.381, -26.942, 20.651)
C (21.244, -27.866, 21.572)
N (22.246, -28.834, 20.870)
C (23.208, -28.010, 19.964)
C (23.059, -29.662, 21.855)
C (23.541, -30.858, 21.016)
C (22.398, -31.159, 20.089)
C (21.512, -29.943, 20.120)
H (19.674, -25.570, 22.150)
H (18.432, -26.603, 21.636)
H (18.982, -25.302, 20.564)
H (21.184, -26.283, 20.321)
H (19.922, -27.450, 19.803)
H (20.579, -28.535, 22.119)
H (21.760, -27.203, 22.266)
H (22.628, -27.652, 19.113)
H (23.948, -28.634, 19.462)
H (23.658, -27.177, 20.504)
H (23.863, -29.049, 22.263)
H (22.355, -29.910, 22.650)
H (24.433, -30.530, 20.483)
H (23.760, -31.737, 21.622)
H (22.674, -31.476, 19.083)
H (21.810, -32.015, 20.421)
H (21.231, -29.483, 19.173)
H (20.558, -30.089, 20.626)

Forces on atoms 1 to 6 (eV/Å):
C -0.010 0.846 0.875
C -1.364 -2.833 -2.132
C 1.819 0.535 0.873
O 0.162 1.817 -0.766
H -0.266 -0.270 0.299
H -0.067 0.339 -0.385

Its total charge is +6. Its spin multiplicity is 2. Its expectation value of S² is 0.75. As for the frontier orbital gap (spin up / spin down): 1.955 / 6.778 eV.


Record 2
ORCA calculation (ωB97M-V with the def2-TZVPD basis set) on a molecular structure, C67H160As4F24N8O5.

Atoms and positions in Å:
C (20.396, 19.134, 20.057)
C (19.750, 18.141, 21.004)
N (19.002, 17.010, 20.301)
C (19.991, 15.930, 19.745)
C (18.008, 16.473, 21.356)
C (18.557, 15.649, 22.432)
C (18.152, 17.644, 19.123)
C (16.934, 16.836, 18.765)
O (17.214, 15.467, 18.641)
C (16.156, 14.782, 18.006)
H (21.163, 18.676, 19.407)
H (21.014, 19.838, 20.659)
H (19.701, 19.799, 19.553)
H (19.149, 18.577, 21.752)
H (20.506, 17.620, 21.609)
H (20.665, 16.423, 19.010)
H (19.507, 15.094, 19.259)
H (20.666, 15.602, 20.527)
H (17.296, 15.854, 20.815)
H (17.440, 17.334, 21.711)
H (19.025, 14.748, 22.017)
H (17.802, 15.308, 23.140)
H (19.271, 16.218, 23.032)
H (18.814, 17.948, 18.287)
H (17.751, 18.572, 19.574)
H (16.625, 17.155, 17.725)
H (16.211, 17.083, 19.476)
H (15.235, 14.807, 18.618)
H (16.563, 13.810, 17.804)
H (15.932, 15.284, 17.046)
C (10.630, 20.957, 22.791)
C (10.361, 22.415, 22.489)
N (11.519, 23.267, 22.005)
C (11.032, 24.678, 21.808)
C (12.743, 23.215, 22.889)
C (12.485, 23.569, 24.348)
C (11.932, 22.625, 20.618)
C (10.895, 22.622, 19.475)
O (10.931, 23.784, 18.725)
C (9.930, 23.873, 17.762)
H (10.893, 20.309, 21.983)
H (9.700, 20.619, 23.264)
H (11.467, 20.847, 23.528)
H (9.911, 22.920, 23.365)
H (9.627, 22.446, 21.719)
H (10.902, 25.114, 22.823)
H (10.083, 24.655, 21.294)
H (11.866, 25.248, 21.428)
H (13.477, 23.917, 22.503)
H (13.129, 22.214, 22.790)
H (11.607, 23.104, 24.882)
H (12.298, 24.673, 24.483)
H (13.344, 23.373, 24.971)
H (12.224, 21.564, 20.746)
H (12.875, 23.136, 20.381)
H (9.882, 22.404, 19.864)
H (11.134, 21.782, 18.759)
H (8.907, 23.702, 18.151)
H (10.095, 23.175, 16.932)
H (10.028, 24.883, 17.368)
C (17.090, 17.283, 10.038)
C (16.783, 15.872, 9.498)
N (16.653, 14.838, 10.597)
C (16.240, 13.601, 9.846)
C (18.017, 14.751, 11.359)
C (19.186, 14.584, 10.421)
C (15.527, 15.244, 11.596)
C (15.150, 14.169, 12.638)
O (14.448, 13.078, 12.081)
C (13.952, 12.159, 13.027)
H (17.393, 17.894, 9.164)
H (18.017, 17.297, 10.678)
H (16.331, 17.809, 10.590)
H (17.565, 15.486, 8.858)
H (15.820, 15.851, 8.984)
H (16.982, 13.548, 9.025)
H (15.268, 13.779, 9.347)
H (16.208, 12.771, 10.550)
H (17.916, 13.889, 12.065)
H (18.105, 15.597, 12.011)
H (19.213, 15.280, 9.597)
H (19.289, 13.526, 10.043)
H (20.099, 14.632, 11.001)
H (14.597, 15.373, 11.056)
H (15.690, 16.180, 12.061)
H (14.557, 14.663, 13.380)
H (16.035, 13.881, 13.206)
H (14.807, 11.529, 13.471)
H (13.261, 11.576, 12.433)
H (13.524, 12.703, 13.856)
C (15.876, 20.625, 16.999)
N (16.400, 21.925, 16.345)
C (15.317, 22.869, 16.023)
C (17.357, 22.566, 17.280)
C (17.053, 21.487, 14.997)
C (18.517, 21.051, 15.029)
O (19.312, 22.164, 15.246)
H (15.209, 20.161, 16.309)
H (15.438, 20.813, 17.970)
H (16.704, 19.960, 17.120)
H (15.740, 23.620, 15.300)
H (14.784, 23.164, 16.893)
H (14.609, 22.305, 15.430)
H (18.075, 21.788, 17.380)
H (16.907, 22.779, 18.261)
H (17.819, 23.428, 16.855)
H (17.041, 22.458, 14.400)
H (16.405, 20.635, 14.673)
H (18.718, 20.740, 14.010)
H (18.673, 20.269, 15.737)
H (20.198, 21.880, 15.031)
C (12.694, 21.398, 9.264)
N (13.286, 22.554, 9.923)
C (12.354, 23.011, 11.022)
C (14.528, 22.124, 10.576)
C (13.548, 23.730, 8.897)
C (14.535, 23.360, 7.798)
O (13.928, 22.503, 6.824)
H (12.455, 20.656, 10.033)
H (13.487, 21.019, 8.581)
H (11.828, 21.654, 8.674)
H (12.572, 23.991, 11.388)
H (12.458, 22.274, 11.840)
H (11.349, 22.968, 10.661)
H (14.414, 21.255, 11.197)
H (14.979, 22.878, 11.211)
H (15.206, 21.795, 9.841)
H (13.967, 24.508, 9.523)
H (12.549, 24.084, 8.592)
H (15.412, 22.815, 8.109)
H (14.915, 24.296, 7.387)
H (13.956, 22.887, 5.917)
C (9.557, 31.099, 18.523)
C (11.037, 30.794, 18.723)
C (11.767, 30.712, 17.334)
C (11.124, 29.678, 16.399)
N (11.922, 29.138, 15.247)
C (13.227, 28.530, 15.700)
C (14.257, 29.600, 15.499)
C (13.791, 30.103, 14.134)
C (12.323, 30.256, 14.287)
C (11.024, 28.123, 14.523)
C (11.538, 27.610, 13.221)
C (10.622, 26.543, 12.606)
H (9.008, 30.253, 18.080)
H (9.294, 31.878, 17.825)
H (9.092, 31.334, 19.454)
H (11.177, 29.844, 19.225)
H (11.572, 31.538, 19.307)
H (12.828, 30.485, 17.497)
H (11.786, 31.713, 16.868)
H (10.280, 30.205, 15.943)
H (10.802, 28.822, 16.960)
H (13.436, 27.664, 15.007)
H (13.029, 28.165, 16.674)
H (15.315, 29.253, 15.545)
H (14.097, 30.407, 16.237)
H (14.008, 29.379, 13.310)
H (14.237, 31.059, 13.803)
H (11.712, 30.115, 13.414)
H (12.034, 31.122, 14.774)
H (10.005, 28.624, 14.348)
H (10.968, 27.259, 15.191)
H (12.490, 27.292, 13.538)
H (11.645, 28.341, 12.384)
H (9.678, 26.860, 12.332)
H (10.573, 25.697, 13.339)
H (11.164, 26.135, 11.698)
C (18.519, 27.606, 17.573)
C (18.466, 27.571, 19.132)
C (19.773, 27.020, 19.768)
C (19.839, 25.547, 19.432)
N (21.093, 24.795, 19.915)
C (21.045, 23.368, 19.364)
C (21.994, 22.533, 20.236)
C (22.017, 23.279, 21.596)
C (21.080, 24.524, 21.425)
C (22.311, 25.532, 19.441)
C (22.367, 25.792, 17.928)
C (23.703, 26.408, 17.492)
H (17.705, 27.784, 16.954)
H (18.764, 26.586, 17.187)
H (19.346, 28.255, 17.273)
H (17.614, 26.896, 19.417)
H (18.257, 28.537, 19.510)
H (19.686, 27.123, 20.846)
H (20.594, 27.561, 19.277)
H (19.885, 25.381, 18.385)
H (18.972, 25.019, 19.873)
H (21.277, 23.423, 18.228)
H (20.002, 23.084, 19.388)
H (23.010, 22.440, 19.835)
H (21.681, 21.502, 20.265)
H (23.034, 23.580, 21.767)
H (21.663, 22.601, 22.373)
H (21.280, 25.413, 21.977)
H (20.098, 24.098, 21.692)
H (23.137, 24.817, 19.818)
H (22.461, 26.419, 20.091)
H (21.442, 26.424, 17.676)
H (22.043, 24.878, 17.385)
H (24.053, 27.118, 18.304)
H (23.653, 26.844, 16.544)
H (24.446, 25.607, 17.437)
C (11.462, 11.944, 20.203)
C (12.556, 12.975, 20.470)
C (12.868, 13.941, 19.421)
C (11.649, 14.863, 19.203)
N (11.863, 16.081, 18.344)
C (12.992, 16.919, 18.939)
C (12.486, 18.380, 18.990)
C (11.021, 18.103, 19.250)
C (10.667, 17.004, 18.330)
C (12.246, 15.724, 16.927)
C (11.175, 15.039, 16.118)
C (11.334, 13.508, 16.088)
H (11.190, 11.466, 21.152)
H (11.795, 11.298, 19.386)
H (10.564, 12.345, 19.754)
H (13.509, 12.507, 20.751)
H (12.405, 13.580, 21.349)
H (13.136, 13.526, 18.401)
H (13.741, 14.489, 19.769)
H (11.218, 15.286, 20.115)
H (10.868, 14.339, 18.675)
H (13.761, 16.713, 18.220)
H (13.124, 16.530, 19.949)
H (12.787, 18.987, 18.105)
H (13.013, 18.859, 19.798)
H (10.457, 19.040, 18.992)
H (10.865, 17.785, 20.287)
H (10.617, 17.382, 17.276)
H (9.767, 16.503, 18.685)
H (13.154, 15.152, 17.097)
H (12.548, 16.657, 16.499)
H (11.344, 15.293, 15.074)
H (10.146, 15.396, 16.233)
H (11.131, 13.127, 17.139)
H (12.283, 13.160, 15.708)
H (10.610, 13.050, 15.396)
As (15.879, 21.077, 21.049)
F (16.727, 20.538, 22.379)
F (17.301, 21.254, 20.077)
F (14.886, 21.796, 19.767)
F (14.421, 20.750, 21.936)
F (15.925, 22.667, 21.745)
F (15.695, 19.532, 20.274)
As (15.499, 25.939, 13.082)
F (14.299, 25.828, 11.861)
F (16.807, 25.960, 11.942)
F (16.553, 25.928, 14.518)
F (14.158, 25.959, 14.172)
F (15.466, 24.215, 13.049)
F (15.404, 27.671, 13.002)
As (19.673, 16.801, 14.762)
F (18.874, 15.311, 14.455)
F (18.105, 17.584, 14.911)
F (20.366, 18.362, 15.050)
F (21.312, 16.026, 14.666)
F (19.711, 17.092, 13.023)
F (19.596, 16.519, 16.556)
As (12.877, 19.144, 14.446)
F (13.900, 18.349, 15.732)
F (13.570, 18.117, 13.271)
F (11.782, 19.952, 13.439)
F (12.277, 20.093, 15.803)
F (14.191, 20.248, 14.180)
F (11.708, 17.962, 14.703)

Forces on atoms 1 to 6 (eV/Å):
C 1.317 0.615 0.812
C 1.783 -1.421 -0.851
N -0.553 -0.062 -0.568
C 0.524 1.591 -0.142
C -1.309 0.131 -1.680
C 1.475 -0.535 1.054

Its total charge is +4. Its spin multiplicity is 1. As for the frontier orbital gap: 10.058 eV.


no.,largest force on an atom (eV/A)
1,4.18
2,4.37